Entry 1:
{
  "formula": "CH4FP",
  "method": "ωB97M-V/def2-TZVPD",
  "species": ["C", "P", "F", "H", "H", "H", "H"],
  "xyz": [[0.2890, 0.1290, -0.6925], [-0.8467, 0.4772, 0.7310], [0.5041, 0.0819, 1.9378], [0.6563, 0.9964, -1.1540], [-0.1843, -0.5238, -1.4654], [1.0795, -0.4631, -0.3319], [-1.4980, -0.6976, 0.9749]],
  "forces_ev_per_angstrom": [[-2.3, -1.7, -0.4], [3.6, 0.9, 1.9], [-2.6, 0.8, -1.9], [0.3, 1.3, -0.4], [0.0, 0.7, 0.4], [1.1, -0.6, 0.7], [-0.2, -1.3, -0.3]],
  "mulliken_charge": [-0.795, 0.314, -0.424, 0.290, 0.303, 0.278, 0.034],
  "total_charge": 0,
  "energy_ev": -13107.6975,
  "de_lowest_kcal_mol": 12.4,
  "smiles": "CPF",
  "lumo_energy_ev": 0.350
}

Entry 2:
{
  "formula": "C24H31GeIrN7O2S2Se",
  "method": "ωB97M-V/def2-TZVPD",
  "species": ["Ir", "S", "C", "C", "C", "C", "C", "C", "S", "H", "H", "H", "H", "N", "C", "N", "C", "N", "C", "C", "N", "C", "C", "N", "H", "H", "H", "H", "H", "O", "C", "N", "C", "O", "C", "C", "C", "C", "N", "C", "H", "H", "H", "H", "H", "H", "H", "H", "C", "Ge", "C", "C", "C", "Se", "C", "H", "H", "H", "H", "H", "H", "H", "H", "H", "H", "H", "H", "H", "H"],
  "xyz": [[0.9858, -0.0287, -0.2758], [-1.1394, 0.1985, -1.1319], [-0.9558, 1.0711, -2.5851], [-2.0997, 1.4267, -3.3348], [-1.9549, 2.1329, -4.4930], [-0.6685, 2.5115, -4.9560], [0.4527, 2.1799, -4.2531], [0.3331, 1.4506, -3.0489], [1.7409, 1.0708, -2.1608], [-3.0778, 1.1317, -2.9782], [-2.8279, 2.4075, -5.0692], [-0.5798, 3.0679, -5.8791], [1.4358, 2.4640, -4.6044], [4.6981, -0.6752, 1.6981], [4.1172, -0.3249, 0.5514], [2.8094, -0.3147, 0.7431], [2.6582, -0.6810, 2.0527], [3.7906, -0.9088, 2.6611], [1.3099, -0.8699, 2.5798], [1.0227, -1.1962, 3.8952], [-0.2244, -1.4051, 4.2998], [-1.1833, -1.2988, 3.3921], [-0.9180, -0.9637, 2.0682], [0.3295, -0.7351, 1.6673], [5.6831, -0.7751, 1.8993], [4.6469, -0.0735, -0.3526], [1.8192, -1.2999, 4.6221], [-2.2000, -1.4870, 3.7133], [-1.7083, -0.8863, 1.3332], [-3.1054, -6.8369, -1.6466], [-1.8378, -7.1853, -1.1721], [-0.8147, -6.2224, -1.5676], [-0.6074, -5.1074, -0.8411], [-1.1846, -4.8443, 0.1990], [0.4282, -4.1371, -1.3622], [1.4746, -4.4411, -2.2183], [2.3745, -3.4393, -2.5561], [2.2103, -2.1761, -2.0291], [1.2028, -1.8818, -1.1894], [0.3354, -2.8479, -0.8699], [-3.5288, -6.2434, -1.0174], [-1.5749, -8.1443, -1.6108], [-1.8078, -7.2556, -0.0866], [-0.5004, -6.2504, -2.5241], [1.6099, -5.4430, -2.6051], [3.2035, -3.6317, -3.2219], [2.8782, -1.3679, -2.2902], [-0.4629, -2.6060, -0.1828], [-2.8135, 4.4371, 3.3661], [-1.7177, 4.2741, 1.7703], [-2.7577, 4.1199, 0.1286], [-0.3691, 5.6737, 1.6393], [-0.7731, 2.5109, 1.9367], [0.6263, 2.3684, 0.6018], [2.1381, 2.8764, 1.6988], [-3.4316, 5.3324, 3.3026], [-2.1909, 4.5172, 4.2569], [-3.4744, 3.5777, 3.4781], [-3.1273, 5.0970, -0.1811], [-3.6147, 3.4618, 0.2743], [-2.1432, 3.7206, -0.6815], [-0.8594, 6.6310, 1.4631], [0.3166, 5.4956, 0.8098], [0.2023, 5.7605, 2.5642], [-1.4865, 1.7114, 1.7401], [-0.3383, 2.3483, 2.9240], [1.9920, 3.9232, 1.9540], [3.0357, 2.7684, 1.0945], [2.1986, 2.2670, 2.5978]],
  "forces_ev_per_angstrom": [[-0.4, 1.4, 0.7], [-0.1, -0.1, 0.0], [0.0, 0.0, 0.0], [0.0, 0.0, 0.0], [0.0, 0.0, 0.0], [0.0, 0.0, 0.0], [0.0, 0.0, 0.0], [0.0, 0.1, 0.1], [0.1, -0.2, -0.1], [0.0, 0.0, 0.0], [0.0, 0.0, 0.0], [0.0, 0.0, 0.0], [0.0, 0.0, 0.0], [0.0, 0.0, 0.0], [0.0, 0.1, 0.0], [0.0, 0.0, -0.1], [0.0, -0.2, 0.0], [0.0, 0.0, 0.0], [0.0, 0.0, 0.0], [0.0, 0.0, 0.0], [0.0, 0.0, 0.0], [0.0, 0.0, 0.0], [0.0, 0.0, 0.0], [0.3, -0.3, -0.3], [0.0, 0.0, 0.0], [0.0, 0.0, 0.0], [0.0, 0.0, 0.0], [0.0, 0.0, 0.0], [0.0, 0.0, 0.0], [0.0, 0.0, 0.0], [0.0, 0.0, 0.0], [0.0, 0.0, 0.0], [0.0, 0.0, -0.1], [0.0, 0.0, 0.0], [0.0, 0.0, 0.0], [0.0, 0.0, 0.0], [0.0, 0.0, 0.0], [0.0, 0.0, 0.0], [0.0, -0.3, 0.2], [0.0, 0.0, 0.0], [0.0, 0.0, 0.0], [0.0, 0.0, 0.0], [0.0, 0.0, 0.0], [0.0, 0.0, 0.0], [0.0, 0.0, 0.0], [0.0, 0.0, 0.0], [0.0, 0.0, 0.0], [0.0, 0.0, 0.0], [0.0, 0.0, 0.0], [-0.1, 0.0, 0.0], [0.0, 0.0, 0.0], [0.0, 0.0, 0.0], [0.0, -0.2, 0.1], [0.1, -0.4, -0.5], [0.0, -0.1, 0.0], [0.0, 0.0, 0.0], [0.0, 0.0, 0.0], [0.0, 0.0, 0.0], [0.0, 0.0, 0.0], [0.0, 0.0, 0.0], [0.0, 0.0, 0.0], [0.0, 0.0, 0.0], [0.0, 0.0, 0.0], [0.0, 0.0, 0.0], [0.0, 0.0, -0.1], [0.0, 0.0, 0.0], [0.0, 0.0, 0.0], [0.0, 0.0, 0.0], [0.0, 0.0, 0.0]],
  "mulliken_charge": [2.402, -0.315, 0.724, -0.886, -0.608, -0.598, -0.901, 0.766, -0.487, 0.506, 0.422, 0.416, 0.479, 0.095, -0.386, -0.201, 0.178, -0.662, 0.526, -0.625, -0.515, -0.641, -0.362, 0.151, 0.202, 0.545, 0.518, 0.451, 0.574, -0.521, -0.475, -0.171, 0.338, -0.669, 0.040, -0.275, -1.073, -0.170, -0.543, -0.020, 0.345, 0.350, 0.340, 0.253, 0.531, 0.467, 0.500, 0.574, -1.162, 0.575, -1.124, -1.190, -1.028, 0.232, -1.143, 0.391, 0.368, 0.378, 0.430, 0.342, 0.296, 0.399, 0.388, 0.343, 0.266, 0.560, 0.447, 0.314, 0.326],
  "spin_multiplicity": 2,
  "total_charge": 2,
  "energy_ev": -186277.8187,
  "de_lowest_kcal_mol": 0.0,
  "lumo_energy_ev": [-6.150, -7.909]
}

Entry 3:
{
  "formula": "C7H11NO3",
  "method": "ωB97M-V/def2-TZVPD",
  "species": ["C", "C", "C", "C", "C", "C", "C", "N", "O", "O", "O", "H", "H", "H", "H", "H", "H", "H", "H", "H", "H", "H"],
  "xyz": [[-0.1421, -0.7803, 0.2153], [-2.9858, 0.1071, 0.2324], [-0.4306, 1.6311, -0.1223], [-1.4813, 1.2532, -1.1754], [0.5964, 0.5053, 0.1234], [1.3833, 0.8133, 1.4019], [1.6554, -2.2410, -0.4279], [0.2307, -1.9579, -0.1022], [-3.8137, -0.3517, 0.9219], [-0.5237, -2.9752, -0.1624], [-2.7886, 1.0480, -0.5925], [0.0907, 2.5396, -0.4244], [-0.9524, 1.8430, 0.8136], [-1.6458, 2.0480, -1.9035], [-1.1860, 0.3290, -1.6842], [1.2947, 0.4882, -0.7305], [1.9039, 1.7637, 1.3058], [2.1179, 0.0389, 1.6072], [0.7065, 0.8680, 2.2507], [2.3265, -1.6741, 0.2115], [1.8073, -3.3083, -0.2853], [1.8368, -1.9878, -1.4729]],
  "forces_ev_per_angstrom": [[-1.0, 0.6, -0.1], [1.9, -2.3, 1.3], [-0.1, -0.2, -0.2], [0.7, 0.0, -0.1], [0.0, 0.3, 0.3], [0.0, -0.1, -0.2], [0.2, 0.1, -0.1], [0.3, -0.1, 0.1], [-0.2, 0.8, -0.6], [-0.4, -0.5, -0.1], [-1.1, 1.2, -0.7], [0.0, 0.0, 0.0], [0.1, 0.0, 0.0], [-0.1, -0.2, 0.1], [-0.2, 0.2, 0.0], [-0.1, -0.1, 0.1], [0.1, 0.1, 0.0], [0.1, 0.0, 0.1], [-0.1, 0.0, 0.1], [0.0, 0.1, 0.0], [-0.2, 0.1, 0.1], [0.0, 0.0, 0.0]],
  "mulliken_charge": [-0.526, 0.495, -0.978, -0.595, 0.814, -1.458, -0.851, 0.675, -0.336, -0.704, -0.343, 0.460, 0.356, 0.334, 0.406, 0.295, 0.388, 0.331, 0.373, 0.247, 0.308, 0.307],
  "total_charge": 0,
  "energy_ev": -15063.4646,
  "de_lowest_kcal_mol": 165.5,
  "lumo_energy_ev": [-0.643, 0.161]
}

Entry 4:
{
  "formula": "C5H12NO4P",
  "method": "ωB97M-V/def2-TZVPD",
  "species": ["C", "C", "C", "C", "C", "N", "O", "O", "O", "O", "P", "H", "H", "H", "H", "H", "H", "H", "H", "H", "H", "H", "H"],
  "xyz": [[-2.0610, -0.0806, 1.2734], [-3.0164, -1.2067, -0.7338], [2.1861, 0.7668, -1.0904], [-1.8028, -1.0687, 0.1047], [1.8765, 0.5532, 0.3621], [1.9619, -0.8337, 0.6758], [-2.9767, 0.0386, 1.9675], [-1.1018, 0.9184, 1.3231], [0.6445, 2.6182, 1.3990], [-0.6712, -0.7639, -0.5705], [0.1280, 1.3796, 0.5326], [-3.7496, -1.8221, -0.1486], [-3.3629, -0.2237, -1.0299], [-2.7136, -1.9235, -1.6175], [2.4898, 1.6600, -1.4487], [2.8359, 0.1065, -1.4872], [1.1864, 0.5558, -1.5910], [-1.7547, -1.9923, 0.6353], [2.3971, 1.1987, 1.1688], [1.1513, -1.2186, 0.2299], [0.0377, 3.1581, 1.7710], [1.8304, -0.8460, 1.6847], [-0.4019, 1.9983, -0.6551]],
  "forces_ev_per_angstrom": [[0.9, -0.8, -3.2], [-0.7, -2.3, -1.2], [-4.5, -0.7, 0.4], [1.3, 0.7, 0.9], [0.0, 1.7, 1.3], [0.2, 1.0, 1.2], [-2.2, -0.1, 2.1], [0.0, 0.9, 2.0], [3.0, -2.4, -1.5], [1.0, 1.5, 0.3], [0.8, -0.9, -2.6], [0.1, 1.0, -0.6], [-0.5, -0.2, -0.5], [-0.6, 1.8, 1.4], [0.8, 3.4, -0.5], [2.2, -2.6, -0.8], [1.2, 0.0, 0.0], [0.5, -1.4, 0.7], [-0.3, -1.1, -1.6], [-0.9, -1.0, -0.4], [-3.2, 2.8, 1.9], [0.0, -0.8, -0.1], [0.5, -0.5, 0.6]],
  "mulliken_charge": [0.300, -1.186, -1.557, 0.531, 0.365, -0.751, -0.495, -0.300, -0.546, -0.830, 0.776, 0.307, 0.313, 0.274, 0.415, 0.452, 0.281, 0.189, 0.413, 0.373, 0.307, 0.323, 0.044],
  "total_charge": 0,
  "energy_ev": -24346.9623,
  "de_lowest_kcal_mol": 43.0,
  "lumo_energy_ev": 0.324
}